[1]
A single C3H4N4O6 molecule. Source: OMol25; level of theory: ωB97M-V/def2-TZVPD.

Computed properties:
2S+1 = 3
M = 192.1 g mol⁻¹
⟨S²⟩ = 2.015
E = -786.6686 Ha
Energy above the lowest of the compared OMol25 structures with the same formula, charge and spin = 0.000 eV
LUMO energy (alpha / beta) = -0.0283 / -0.1298 Eh
HOMO (alpha / beta) = -6.753 / -10.280 eV

```
17
C3H4N4O6 (ωB97M-V/def2-TZVPD)
C 0.27 0.38 0.52
C 1.44 -0.37 -0.23
C -1.58 -0.50 -1.15
N -0.93 0.51 -0.42
N 2.15 0.64 -1.22
N -0.80 -1.50 -1.49
N -1.36 1.76 -0.75
O 3.28 0.97 -0.99
O -0.92 -2.55 -2.00
O -0.79 2.72 -0.23
O 1.51 0.93 -2.21
O 0.76 -1.30 -1.08
O -2.28 1.83 -1.54
H -0.16 -0.24 1.31
H 0.41 1.46 0.62
H 2.11 -0.84 0.33
H -2.58 -0.68 -1.40
```

---

[2]
A single C3H4N4S molecule. Source: OMol25; level of theory: ωB97M-V/def2-TZVPD.

Computed properties:
SMILES = Cc1nnc(S)nn1
M = 128.2 g mol⁻¹
E = -733.8303 Ha
Energy above the lowest of the compared OMol25 structures with the same formula, charge and spin = 2.094 eV
LUMO energy = -0.0300 Eh
HOMO = -9.383 eV

```
12
C3H4N4S (ωB97M-V/def2-TZVPD)
C -0.14 -0.07 -3.19
C -0.02 -0.13 -1.65
C 0.13 0.02 0.88
H -0.39 -1.07 -3.79
H 0.81 0.51 -3.53
H -1.00 0.68 -3.39
H -0.76 -0.87 2.97
N -0.43 -1.15 -0.94
N -0.36 -1.09 0.35
N 0.51 1.04 0.18
N 0.40 1.06 -1.12
S 0.04 0.18 2.63
```

---

[3]
A single C3H4N4S molecule. Source: OMol25; level of theory: ωB97M-V/def2-TZVPD.

Computed properties:
SMILES = N#C/C=N/NC(N)=S
M = 128.2 g mol⁻¹
E = -733.8288 Ha
Energy above the lowest of the compared OMol25 structures with the same formula, charge and spin = 2.135 eV
LUMO energy = -0.0300 Eh
HOMO = -9.166 eV

```
12
C3H4N4S (ωB97M-V/def2-TZVPD)
C -0.36 -1.31 -0.24
C 0.79 1.42 0.58
C 1.10 2.86 0.73
H 1.14 -2.54 -0.68
H 1.61 -1.13 0.47
H -1.82 -0.29 0.20
H 1.66 0.84 0.16
N 0.92 -1.77 -0.12
N -0.78 -0.21 0.46
N -0.39 0.95 0.78
N 1.45 4.01 0.86
S -1.26 -2.23 -1.27
```

---

[4]
A single C3H4N4S molecule. Source: OMol25; level of theory: ωB97M-V/def2-TZVPD.

Computed properties:
SMILES = [H]/N=C(\C#N)N/C=N\S
M = 128.2 g mol⁻¹
E = -733.8767 Ha
Energy above the lowest of the compared OMol25 structures with the same formula, charge and spin = 0.832 eV
LUMO energy = 0.0118 Eh
HOMO = -9.259 eV

```
12
C3H4N4S (ωB97M-V/def2-TZVPD)
C -0.24 1.44 -0.29
C 1.01 -0.63 0.30
C -0.03 -0.96 1.28
H -3.22 0.07 -1.31
H 0.04 2.40 0.09
H 1.67 0.86 -0.88
H 2.08 -2.12 0.82
N -1.48 1.25 -0.57
N 0.81 0.51 -0.44
N 2.07 -1.31 0.18
N -0.78 -1.28 2.10
S -1.93 -0.24 -1.28
```

---

[5]
A gas-phase ion, C3H4NO (charge +1). Source: OMol25; level of theory: ωB97M-V/def2-TZVPD.

Computed properties:
Charge = +1
SMILES = C=[NH+]C=C=O
M = 70.1 g mol⁻¹
E = -246.3572 Ha
Energy above the lowest of the compared OMol25 structures with the same formula, charge and spin = 0.950 eV
LUMO energy = -0.2108 Eh
HOMO = -14.695 eV

```
9
C3H4NO (ωB97M-V/def2-TZVPD)
C -1.07 -0.95 0.00
C -2.22 -0.34 0.06
C 0.27 0.93 0.03
N 0.17 -0.34 -0.06
O -2.97 0.51 0.02
H -1.01 -2.09 0.05
H 1.29 1.32 -0.18
H -0.53 1.60 0.31
H 0.97 -0.98 -0.06
```

---

[6]
2 unconnected molecules or ions with the total composition C3H4NO. Source: OMol25; level of theory: ωB97M-V/def2-TZVPD.

Computed properties:
Charge = +1
M = 70.1 g mol⁻¹
E = -246.2413 Ha
Energy above the lowest of the compared OMol25 structures with the same formula, charge and spin = 4.104 eV
LUMO energy = -0.1981 Eh
HOMO = -13.793 eV

```
9
C3H4NO (ωB97M-V/def2-TZVPD)
C 1.35 1.09 -0.03
C 0.33 -1.51 0.13
C -1.14 0.33 0.02
N -0.59 -0.83 -0.15
O 1.79 0.05 -0.05
H 0.83 1.95 0.00
H 0.58 -2.52 0.08
H -1.78 0.46 0.83
H -1.37 0.99 -0.85
```

---

[7]
A gas-phase ion, C3H4NO2 (charge +1). Source: OMol25; level of theory: ωB97M-V/def2-TZVPD.

Computed properties:
Charge = +1
M = 86.1 g mol⁻¹
E = -321.4657 Ha
Energy above the lowest of the compared OMol25 structures with the same formula, charge and spin = 5.460 eV
LUMO energy (alpha / beta) = -0.2165 / -0.2048 Eh
HOMO (alpha / beta) = -13.602 / -14.342 eV

```
10
C3H4NO2 (ωB97M-V/def2-TZVPD)
C -0.91 -0.95 -0.07
C 0.15 1.28 -0.07
C 1.81 -0.33 0.09
N -1.00 0.41 -0.03
O 0.12 -1.59 0.00
O 1.30 0.77 0.02
H -1.74 -1.63 -0.13
H -0.12 2.28 -0.49
H 2.31 -0.87 0.98
H -1.93 0.63 -0.32
```

---

[8]
A gas-phase ion, C3H4NO2 (charge +1). Source: OMol25; level of theory: ωB97M-V/def2-TZVPD.

Computed properties:
Charge = +1
2S+1 = 3
M = 86.1 g mol⁻¹
⟨S²⟩ = 2.049
E = -321.3669 Ha
Energy above the lowest of the compared OMol25 structures with the same formula, charge and spin = 3.629 eV
LUMO energy (alpha / beta) = -0.1895 / -0.3372 Eh
HOMO (alpha / beta) = -13.232 / -15.836 eV

```
10
C3H4NO2 (ωB97M-V/def2-TZVPD)
C 0.63 -1.19 0.92
C 0.23 -1.83 -1.22
C 0.04 0.01 0.24
N -0.17 -0.40 -1.10
O -0.69 0.70 -1.81
O 0.72 -2.12 0.03
H 0.95 -1.35 1.97
H -0.83 0.58 0.78
H 0.67 0.91 0.30
H -0.96 0.35 -2.72
```

---

[9]
A gas-phase ion, C3H4NO2S (charge -1). Source: OMol25; level of theory: ωB97M-V/def2-TZVPD.

Computed properties:
Charge = -1
SMILES = O[C@H]1OCN=C1[S-]
M = 118.1 g mol⁻¹
E = -720.1661 Ha
Energy above the lowest of the compared OMol25 structures with the same formula, charge and spin = 0.568 eV
LUMO energy = 0.1423 Eh
HOMO = -3.487 eV

```
11
C3H4NO2S (ωB97M-V/def2-TZVPD)
C -1.06 0.96 0.24
C 0.07 -0.78 -0.49
C 0.98 0.47 -0.14
N 0.18 1.44 0.22
O 0.18 -1.85 0.49
O -1.20 -0.25 -0.53
S 2.59 0.27 -0.14
H -1.39 0.85 1.25
H -1.76 1.78 -0.10
H 0.24 -1.19 -1.46
H 1.14 -1.70 0.64
```

---

[10]
A gas-phase ion, C3H4NO2S (charge +1). Source: OMol25; level of theory: ωB97M-V/def2-TZVPD.

Computed properties:
Charge = +1
M = 118.1 g mol⁻¹
E = -719.6499 Ha
Energy above the lowest of the compared OMol25 structures with the same formula, charge and spin = 4.902 eV
LUMO energy (alpha / beta) = -0.2849 / -0.2703 Eh
HOMO (alpha / beta) = -15.060 / -14.629 eV

```
11
C3H4NO2S (ωB97M-V/def2-TZVPD)
C -3.02 0.09 -0.36
C -0.66 0.45 -0.73
C 0.06 -0.66 0.03
N -1.95 0.73 -0.03
O -4.11 -0.18 -0.63
O -1.76 1.54 0.93
S -1.21 -1.93 0.36
H -0.18 1.35 -0.86
H -0.83 0.01 -1.68
H 0.83 -1.04 -0.66
H 0.51 -0.32 0.91
```

---

[11]
A gas-phase ion, C3H4NO3 (charge -1). Source: OMol25; level of theory: ωB97M-V/def2-TZVPD.

Computed properties:
Charge = -1
SMILES = O=CNCC(=O)[O-]
M = 102.1 g mol⁻¹
E = -397.2759 Ha
Energy above the lowest of the compared OMol25 structures with the same formula, charge and spin = 0.759 eV
LUMO energy = 0.1396 Eh
HOMO = -4.424 eV

```
11
C3H4NO3 (ωB97M-V/def2-TZVPD)
C -1.75 -0.80 -0.18
N -0.43 -0.53 -0.37
C 0.35 0.37 0.51
C 1.71 0.65 -0.10
O 2.54 1.13 0.69
O 1.87 0.49 -1.35
O -2.39 -0.31 0.73
H -2.08 -1.58 -0.88
H -0.06 -0.43 -1.32
H -0.24 1.22 0.86
H 0.49 -0.22 1.41
```

---

[12]
A single C3H4NOP molecule. Source: OMol25; level of theory: ωB97M-V/def2-TZVPD.

Computed properties:
SMILES = O=C=PN1CC1
M = 101.0 g mol⁻¹
E = -587.9543 Ha
Energy above the lowest of the compared OMol25 structures with the same formula, charge and spin = 1.962 eV
LUMO energy = 0.0039 Eh
HOMO = -8.165 eV

```
10
C3H4NOP (ωB97M-V/def2-TZVPD)
C 2.63 0.11 -0.08
C -0.91 0.68 0.31
C -1.17 -0.63 -0.31
N 0.16 0.01 -0.38
O 3.49 0.87 -0.10
P 1.38 -0.91 0.31
H -1.43 1.60 -0.06
H -1.04 0.67 1.47
H -1.35 -1.62 0.14
H -1.74 -0.78 -1.31
```

---

[13]
A single C3H4NP molecule. Source: OMol25; level of theory: ωB97M-V/def2-TZVPD.

Computed properties:
SMILES = C1=NCP=C1
M = 85.0 g mol⁻¹
E = -512.7759 Ha
Energy above the lowest of the compared OMol25 structures with the same formula, charge and spin = 0.000 eV
LUMO energy = -0.0070 Eh
HOMO = -9.379 eV

```
9
C3H4NP (ωB97M-V/def2-TZVPD)
C -0.78 0.70 -0.04
C 0.55 1.22 0.00
C 0.32 -1.23 -0.09
N -0.93 -0.57 -0.08
P 1.71 -0.01 -0.03
H -1.65 1.34 -0.03
H 0.78 2.27 0.04
H 0.36 -2.00 -0.86
H 0.56 -1.71 0.85
```

---

[14]
A molecular structure, C3H4NS. Source: OMol25; level of theory: ωB97M-V/def2-TZVPD.

Computed properties:
Charge = +1
M = 86.1 g mol⁻¹
E = -569.1970 Ha
Energy above the lowest of the compared OMol25 structures with the same formula, charge and spin = 4.097 eV
LUMO energy (alpha / beta) = -0.2103 / -0.2104 Eh
HOMO (alpha / beta) = -13.458 / -13.458 eV

```
9
C3H4NS (ωB97M-V/def2-TZVPD)
C -1.17 -0.60 -0.52
C -0.07 2.32 -0.04
C 1.05 -1.14 0.22
N -0.12 -1.14 -0.23
S -1.42 1.71 0.17
H -2.17 -1.22 -0.43
H 0.99 2.53 -0.20
H 1.91 -1.25 -0.31
H 1.01 -1.21 1.35
```

---

[15]
A gas-phase ion, C3H4NS (charge +1). Source: OMol25; level of theory: ωB97M-V/def2-TZVPD.

Computed properties:
Charge = +1
M = 86.1 g mol⁻¹
E = -569.2398 Ha
Energy above the lowest of the compared OMol25 structures with the same formula, charge and spin = 2.932 eV
LUMO energy = -0.2540 Eh
HOMO = -16.061 eV

```
9
C3H4NS (ωB97M-V/def2-TZVPD)
C -0.20 -0.90 -0.23
C -1.17 0.80 0.41
C 1.00 -0.14 -0.38
N -1.34 -0.50 0.27
S 0.76 -2.16 -0.28
H -1.87 1.25 1.17
H -0.43 1.40 -0.06
H 1.67 -0.02 -1.30
H 1.57 0.27 0.41
```

---

[16]
2 unconnected molecules or ions with the total composition C3H4NS. Source: OMol25; level of theory: ωB97M-V/def2-TZVPD.

Computed properties:
Charge = +1
M = 86.1 g mol⁻¹
E = -569.0756 Ha
Energy above the lowest of the compared OMol25 structures with the same formula, charge and spin = 7.401 eV
LUMO energy = -0.2401 Eh
HOMO = -16.210 eV

```
9
C3H4NS (ωB97M-V/def2-TZVPD)
C 1.55 1.51 0.69
C -1.30 0.63 -0.63
C 0.79 -0.78 0.31
N 1.20 0.62 -0.05
S -1.27 -0.64 0.30
H 1.08 -1.56 -0.34
H 0.92 -0.88 1.37
H -2.92 0.11 -0.87
H -0.05 0.99 -0.78
```

---

[17]
A molecular structure, C3H4NaO3. Source: OMol25; level of theory: ωB97M-V/def2-TZVPD.

Computed properties:
Charge = +2
2S+1 = 2
M = 111.1 g mol⁻¹
⟨S²⟩ = 0.757
E = -504.0163 Ha
LUMO energy (alpha / beta) = -0.3702 / -0.4621 Eh
HOMO (alpha / beta) = -21.769 / -21.135 eV

```
11
C3H4NaO3 (ωB97M-V/def2-TZVPD)
O -1.81 -0.56 -0.99
Na -0.69 -4.62 -2.48
O -0.28 -1.93 -1.64
C -0.61 -0.94 -1.04
O 0.30 -0.29 -0.22
C 0.02 0.85 0.29
C 0.81 1.35 1.39
H -0.67 1.52 -0.24
H 1.26 2.29 1.01
H 0.11 1.69 2.17
H 1.56 0.63 1.74
```

---

[18]
A molecular structure, C3H4NaO3Rb. Source: OMol25; level of theory: ωB97M-V/def2-TZVPD.

Computed properties:
Charge = +2
M = 196.5 g mol⁻¹
E = -528.2742 Ha
LUMO energy = -0.2540 Eh
HOMO = -16.871 eV

```
12
C3H4NaO3Rb (ωB97M-V/def2-TZVPD)
H -0.51 1.42 -0.11
C 0.72 0.24 -1.49
C 0.36 1.59 -1.21
O -1.20 0.60 1.12
C -0.80 -0.54 1.15
O -0.68 -1.48 1.88
O 0.74 -0.69 -0.58
Rb -2.49 -2.79 4.87
H 0.55 -0.11 -2.52
H 1.15 2.18 -0.74
H -0.13 2.07 -2.07
Na 2.26 -2.47 -0.31
```

---

[19]
A single C3H4O molecule. Source: OMol25; level of theory: ωB97M-V/def2-TZVPD.

Computed properties:
SMILES = C=CC=O
M = 56.1 g mol⁻¹
E = -191.8922 Ha
Energy above the lowest of the compared OMol25 structures with the same formula, charge and spin = 0.485 eV
LUMO energy = -0.0010 Eh
HOMO = -10.088 eV

```
8
C3H4O (ωB97M-V/def2-TZVPD)
C 0.41 -0.57 -0.94
C -0.10 -0.44 0.23
C -0.42 0.85 0.82
H 0.67 -1.51 -1.37
H 0.94 0.29 -1.56
H -0.46 -1.41 0.66
H -0.78 0.87 1.90
O -0.27 1.93 0.25
```

---

[20]
A single C3H4O molecule. Source: OMol25; level of theory: ωB97M-V/def2-TZVPD.

Computed properties:
SMILES = C=CC=O
M = 56.1 g mol⁻¹
E = -191.8887 Ha
Energy above the lowest of the compared OMol25 structures with the same formula, charge and spin = 0.580 eV
LUMO energy = 0.0023 Eh
HOMO = -10.032 eV

```
8
C3H4O (ωB97M-V/def2-TZVPD)
C -0.28 0.34 0.01
C 1.14 0.53 -0.11
C -0.93 -0.81 -0.02
O 1.87 -0.42 -0.05
H -0.93 1.26 0.34
H 1.61 1.64 -0.04
H -2.07 -0.82 0.07
H -0.42 -1.73 -0.20
```